1.
18
Properties=species:S:1:pos:R:3:forces:R:3:mulliken_charge:R:1 method="wB97M-V/def2-TZVPD" gap_ev=11.3 homo_ev=-10.378 e_above_lowest_kcal_mol=38.59 smiles=CCC[C@@H](C)C#N
C -2.60483 -0.04945 -0.74127 0.13 -0.06 -0.07 -1.204
C -1.18536 0.50929 -0.47845 0.22 0.21 0.84 0.026
C 0.07518 -0.35424 -0.69565 0.98 -0.19 1.03 -0.819
C 1.21754 -0.48646 0.69930 -0.82 0.01 -1.09 0.401
C 2.66232 0.01407 0.42435 -0.29 -0.01 -0.25 -1.388
C 0.49321 0.26202 1.69507 -0.81 0.53 0.48 0.173
N -0.39431 0.86155 2.14344 1.46 -0.37 0.99 -0.588
H -3.28417 0.31458 0.04318 0.19 -0.10 -0.22 0.319
H -3.03496 0.27665 -1.69543 0.23 -0.11 0.07 0.306
H -2.65393 -1.14392 -0.71732 0.13 0.12 0.02 0.320
H -1.08449 1.50202 -0.93559 0.11 -0.32 -0.17 0.380
H -1.15178 0.74470 0.60892 -0.60 -0.01 -1.20 0.093
H -0.19881 -1.38569 -0.95331 0.27 0.25 0.11 0.304
H 0.74538 0.06144 -1.44876 -0.15 -0.15 -0.09 0.331
H 1.27244 -1.53549 1.03379 -0.22 0.32 -0.34 0.271
H 3.12801 -0.63268 -0.32531 -0.13 0.12 0.00 0.352
H 2.66285 1.03927 0.04367 -0.09 -0.12 -0.01 0.352
H 3.33570 0.00234 1.29938 -0.62 -0.14 -0.13 0.372


2.
112
Properties=species:S:1:pos:R:3:forces:R:3:mulliken_spin:R:1 method="wB97M-V/def2-TZVPD" s2=2.01 gap_ev="7.1 / 7.9" homo_ev="-10.188 / -11.019" total_charge=+1 multiplicity=3
C 2.19421 0.85456 -0.85270 0.22 -0.20 -0.29 0.000
C 2.08200 0.88537 -2.37775 -0.21 0.79 0.40 0.000
C 0.70206 1.30718 -2.87455 0.25 -0.14 -0.11 -0.001
O 0.03640 2.12153 -1.89182 0.00 0.26 -0.15 0.000
C -1.25986 2.42029 -2.26103 0.09 -1.16 0.28 0.000
N -1.56778 3.83000 -1.97305 -0.22 0.55 -0.21 0.000
C -2.44785 4.73056 -2.49251 -0.11 -0.62 -0.35 0.000
N -3.35697 4.51161 -3.46420 -0.06 0.31 -0.57 0.000
C -4.18280 5.65755 -3.83669 -0.59 -0.14 -0.12 0.000
O -5.13719 5.96055 -2.85089 0.20 0.88 -0.13 0.000
O -6.40315 5.44135 -3.22406 -0.15 -0.83 -0.03 0.000
C -3.59363 3.26358 -4.12747 -0.40 -0.68 -0.05 0.000
O -4.03162 2.30482 -3.18391 0.39 0.12 -0.06 0.000
C -4.06927 1.00176 -3.70771 0.03 -0.44 0.02 0.000
O -5.33320 0.47213 -3.50679 0.10 0.11 0.07 0.000
C -5.34218 -0.95142 -3.46024 -0.52 -0.08 -0.17 0.000
C -6.49783 -1.52160 -4.31438 0.64 0.40 0.25 0.000
O -6.73966 -0.72442 -5.44977 -0.35 -0.06 -0.04 0.000
N -2.33321 5.92244 -1.91511 0.30 0.57 0.49 0.000
C -1.38811 5.79617 -0.98390 -0.04 -0.47 -1.02 0.000
P -0.75576 7.09470 0.16765 -0.29 0.35 0.87 0.000
O -1.74574 7.44719 1.18978 -0.35 -0.01 0.05 0.000
N -0.93077 4.54905 -1.00218 0.83 0.58 1.38 0.000
O 0.02591 4.10770 -0.14096 -0.25 -0.08 -0.53 0.000
C -0.52881 3.66650 1.12137 -0.10 -0.90 1.22 0.000
C -1.19149 2.30173 1.05260 0.55 0.59 -0.32 0.005
H 1.99698 1.82685 -0.40907 -0.14 0.08 -0.06 0.000
H 1.51075 0.12196 -0.42849 0.06 -0.08 0.18 0.000
H 3.22064 0.59938 -0.60097 -0.03 -0.25 0.16 0.001
H 2.33508 -0.07996 -2.80650 0.06 -0.09 -0.04 0.002
H 2.79416 1.62198 -2.74674 0.19 -0.09 -0.08 -0.001
H 0.81679 1.90951 -3.77979 -0.18 -0.11 -0.16 0.000
H 0.08674 0.42962 -3.09280 -0.11 0.00 0.05 0.000
H -1.39653 2.20989 -3.31665 -0.18 0.49 -0.18 0.000
H -1.97489 1.80047 -1.71609 -0.04 0.10 0.13 0.000
H -4.72427 5.42506 -4.74787 0.18 -0.31 -0.14 0.000
H -3.57108 6.52651 -4.05822 0.14 0.14 0.51 0.000
H -6.73375 6.01708 -3.93079 0.16 0.38 0.20 0.000
H -2.71838 2.91194 -4.68234 0.20 0.02 0.19 0.000
H -4.38134 3.38192 -4.86976 -0.03 0.42 -0.03 0.000
H -3.30904 0.39892 -3.19033 -0.01 -0.03 0.07 0.000
H -3.82941 0.98748 -4.78318 0.06 0.23 -0.02 0.000
H -4.41542 -1.37466 -3.85481 0.22 0.16 0.12 0.000
H -5.47245 -1.22826 -2.41382 0.16 -0.34 0.01 0.000
H -7.40317 -1.56485 -3.71808 -0.22 0.12 -0.19 0.000
H -6.21231 -2.53530 -4.60465 -0.14 -0.16 0.11 0.000
H -5.92581 -0.62130 -5.94782 0.07 -0.07 -0.09 0.000
H -0.33677 8.15989 -0.64984 0.05 -0.37 -0.30 0.000
H 0.39989 6.51998 0.71990 0.15 -0.08 -0.53 0.000
H -1.16916 4.41529 1.59338 -0.08 0.28 -0.46 0.000
H 0.33688 3.56158 1.77149 0.30 0.24 -0.23 -0.001
H -1.42286 1.97856 2.06356 -0.30 0.04 0.04 -0.002
H -0.45101 1.60907 0.65915 -0.20 -0.19 -0.20 -0.002
H -2.07590 2.36200 0.42153 -0.21 -0.35 0.16 0.000
C -1.10358 -2.17713 6.15539 -0.19 0.09 0.17 0.018
C 0.10290 -1.32105 5.70663 -0.87 -1.57 0.14 0.028
C 1.17384 -1.32832 6.79891 0.24 0.44 0.26 0.022
C 0.80329 -0.48508 8.01689 -0.07 0.01 -0.06 -0.018
C 0.41934 0.93296 7.59952 0.50 -0.30 -0.01 0.021
C -0.65912 0.97663 6.51557 -1.55 0.40 0.82 0.017
N -0.33695 0.06885 5.37183 2.31 0.63 0.43 0.353
O 0.56398 0.63128 4.62500 -0.59 0.03 -0.54 0.574
C -2.02587 0.60906 7.12499 -0.05 -0.28 0.08 0.016
C -0.82324 2.41572 6.03351 0.35 0.11 -0.47 -0.018
C 0.64968 -2.02516 4.46738 0.26 0.40 -0.38 -0.011
H -0.92546 -3.23049 5.94282 0.14 0.03 -0.05 0.001
H -1.30085 -2.11903 7.22401 -0.04 0.09 -0.03 0.001
H -2.01035 -1.89223 5.62055 0.01 0.04 0.01 -0.012
H 2.11618 -0.95135 6.38849 -0.07 0.05 -0.11 0.001
H 1.36450 -2.35795 7.10851 -0.09 -0.06 -0.12 0.002
H -0.01066 -0.95169 8.57786 -0.02 0.00 -0.03 0.000
H 1.65347 -0.44285 8.69983 -0.02 -0.01 0.01 0.002
H 0.07659 1.49223 8.47229 -0.13 0.06 -0.08 0.002
H 1.31769 1.44538 7.24025 -0.05 -0.01 -0.13 0.004
H -2.78412 0.50840 6.34693 0.03 -0.02 -0.02 -0.009
H -2.35506 1.39423 7.80520 0.10 0.09 -0.05 0.001
H -2.01351 -0.30666 7.71007 0.01 -0.03 -0.07 0.001
H 0.11422 2.84346 5.68087 0.00 -0.11 -0.07 0.001
H -1.17274 3.04044 6.85414 -0.05 -0.12 0.09 0.000
H -1.55673 2.47907 5.22664 0.00 -0.03 0.01 0.002
H -0.08848 -2.03301 3.66273 -0.01 0.02 0.01 -0.001
H 0.89375 -3.05786 4.71228 -0.09 -0.01 0.14 0.000
H 1.56134 -1.56182 4.09373 -0.09 0.12 -0.01 0.001
C 4.98948 -4.62435 -4.29515 -0.20 -0.17 -0.03 0.015
C 5.25784 -3.96020 -2.92521 0.47 -0.39 -1.69 0.023
C 6.02613 -4.92983 -2.02526 -0.13 -0.18 0.51 0.022
C 5.16866 -6.07785 -1.49868 -0.06 0.04 -0.05 -0.019
C 3.90656 -5.54635 -0.82365 0.55 0.02 0.13 0.020
C 3.10751 -4.58183 -1.70179 -1.40 -0.92 -0.65 0.027
N 3.97345 -3.51810 -2.29702 1.22 -0.14 2.09 0.334
O 4.22909 -2.62659 -1.38857 -0.42 0.47 -0.48 0.584
C 2.38238 -5.36779 -2.81141 0.15 -0.12 -0.22 0.013
C 1.98878 -3.96121 -0.86892 0.16 0.49 0.25 -0.018
C 6.14602 -2.75786 -3.23411 -0.09 0.44 0.39 -0.006
H 5.85302 -4.51388 -4.94969 0.08 0.07 0.11 0.001
H 4.80313 -5.69452 -4.22753 -0.09 0.03 0.03 0.001
H 4.14349 -4.15737 -4.80106 -0.02 0.00 0.03 -0.009
H 6.43976 -4.38447 -1.17094 -0.08 0.11 -0.03 0.002
H 6.87986 -5.33082 -2.57534 -0.02 0.10 -0.12 0.003
H 4.90885 -6.76895 -2.30495 -0.01 0.03 -0.02 0.000
H 5.74595 -6.65992 -0.77832 0.00 -0.02 -0.02 0.002
H 3.26747 -6.38200 -0.53093 -0.13 0.07 -0.06 0.002
H 4.19419 -5.04070 0.10373 -0.03 0.13 -0.06 0.003
H 1.91157 -4.68869 -3.52426 0.04 0.02 0.00 -0.007
H 1.59684 -5.98708 -2.37851 0.01 0.07 0.13 0.001
H 3.02785 -6.04669 -3.36225 0.03 0.07 -0.02 0.001
H 2.36393 -3.46681 0.02571 0.07 0.08 -0.09 0.003
H 1.29991 -4.73923 -0.54191 0.05 -0.11 -0.10 0.000
H 1.42208 -3.23221 -1.45273 0.03 0.00 -0.02 0.003
H 5.62665 -2.03945 -3.87162 -0.02 -0.01 0.01 -0.001
H 7.04067 -3.09003 -3.75869 -0.06 -0.14 -0.05 0.001
H 6.47672 -2.24280 -2.33386 -0.15 0.01 0.02 0.001


3.
10
Properties=species:S:1:pos:R:3:forces:R:3:mulliken_charge:R:1 method="wB97M-V/def2-TZVPD" gap_ev=10.4 homo_ev=-14.639 total_charge=+1 e_above_lowest_kcal_mol=0.00 smiles=[NH3+]CC#CF
C -0.57442 -0.29820 -1.87966 -2.16 -0.13 -3.38 -0.261
C -1.26864 -0.31887 -2.90444 2.85 0.21 4.62 0.673
C 0.28367 -0.47677 -0.69587 -1.93 0.21 -0.94 -0.593
N -0.33598 0.35863 0.39864 -0.20 -1.70 2.42 -0.360
F -2.04441 -0.23785 -3.86933 -0.56 -0.02 -1.00 -0.201
H 1.20617 -0.00110 -0.87717 1.62 -0.43 -0.11 0.361
H 0.17583 -1.53261 -0.44621 1.02 0.17 0.46 0.315
H -0.31363 1.30868 0.13197 -1.79 1.52 -1.47 0.343
H 0.20974 0.59369 1.25826 0.14 -1.79 -0.15 0.343
H -1.23207 -0.15494 0.68220 1.01 1.95 -0.44 0.380


4.
43
Properties=species:S:1:pos:R:3:forces:R:3:mulliken_spin:R:1 method="wB97M-V/def2-TZVPD" s2=0.77 gap_ev="7.4 / 7.4" homo_ev="-8.125 / -7.987" multiplicity=2 e_above_lowest_kcal_mol=44.49
Ru -0.26243 0.23061 0.02917 4.58 1.47 -2.32 0.838
O 4.95611 -0.11770 3.39788 0.03 0.01 0.04 0.000
C 3.76860 -0.08042 2.76403 -0.01 -0.08 0.00 0.001
C 3.02445 -1.22578 2.49435 0.10 0.03 0.06 0.003
C 1.83855 -1.08931 1.81113 0.17 0.12 0.09 0.018
N 1.39714 0.09394 1.40373 -1.10 -0.31 -0.16 0.017
C 2.09014 1.19587 1.67522 0.05 -0.06 0.08 0.005
C 3.28144 1.15857 2.35936 0.02 0.03 0.07 -0.004
C 1.50037 2.45890 1.12087 0.20 -0.06 0.23 -0.011
O 1.96312 3.52898 1.44521 -0.05 0.24 -0.19 0.002
O 0.54262 2.24347 0.28178 -1.39 -0.58 -0.14 -0.016
C 0.97511 -2.25321 1.41886 -0.07 -0.02 0.06 -0.024
O 1.31292 -3.38059 1.72188 -0.01 -0.16 -0.05 0.002
O -0.06337 -1.89482 0.75648 -0.87 0.25 -0.30 0.065
H 5.19413 -1.02852 3.60898 -0.04 0.04 0.00 0.000
H 3.34025 -2.21758 2.79341 -0.01 -0.01 -0.03 0.000
H 3.80694 2.08042 2.56418 0.01 -0.01 -0.02 0.000
C -1.58792 -0.62020 -2.95067 0.06 0.14 0.02 -0.018
C -2.08904 0.75740 -2.54139 -0.07 -0.07 -0.12 0.014
N -1.07438 1.46475 -1.76088 -0.40 -0.30 1.06 0.024
C 0.00445 2.13438 -2.48734 0.08 0.06 -0.10 -0.006
C 1.10887 1.22598 -2.99678 0.10 -0.09 0.03 0.004
S 1.73207 0.02718 -1.77219 -0.50 -0.10 0.68 -0.003
C 1.34974 -1.57555 -2.56000 0.16 0.10 0.04 0.002
C 0.06012 -2.23603 -2.07698 0.06 0.00 -0.18 -0.002
N -0.97226 -1.25534 -1.79628 -0.48 -0.41 0.66 0.103
H -2.42584 -1.20833 -3.33457 0.01 -0.02 -0.07 0.003
H -0.85417 -0.53965 -3.75257 0.00 -0.03 -0.02 -0.001
H -2.38126 1.32889 -3.42856 -0.04 0.04 0.02 0.003
H -2.96176 0.63109 -1.90055 0.01 0.05 0.03 0.000
H -1.51580 2.14564 -1.14922 -0.08 0.10 -0.17 0.000
H -0.39509 2.68930 -3.34434 -0.06 0.02 0.02 0.000
H 0.44460 2.84070 -1.79103 -0.06 0.07 -0.03 -0.001
H 0.82845 0.66680 -3.88652 0.01 0.02 -0.02 0.000
H 1.95766 1.85779 -3.25465 0.00 -0.02 -0.11 0.000
H 1.36682 -1.40236 -3.63615 0.02 -0.02 0.00 0.000
H 2.19351 -2.22034 -2.31738 0.02 -0.02 -0.10 0.000
H -0.25675 -2.96886 -2.82957 -0.01 0.01 -0.04 0.004
H 0.25278 -2.77023 -1.15335 -0.05 -0.04 -0.01 0.002
H -1.70546 -1.65819 -1.20568 0.05 -0.14 -0.09 -0.009
O -3.11530 -1.67402 0.16065 0.30 -0.65 0.14 -0.002
S -2.65242 -0.91866 1.33658 -1.23 1.15 -0.61 -0.002
N -1.99731 0.38592 1.05160 0.49 -0.76 1.54 -0.009